1.
C22H25N3O5S2 | ωB97M-V with the def2-TZVPD basis set

Geometry as XYZ:
```
57
Properties=species:S:1:pos:R:3:forces:R:3
C -7.552 -1.468 -0.974 -0.084 0.135 -0.175
O -7.037 -2.269 0.064 0.206 -0.129 0.237
C -5.782 -2.008 0.521 0.231 -0.123 0.242
C -5.326 -2.829 1.554 -0.212 -0.019 -0.101
C -4.065 -2.637 2.080 -0.085 0.044 -0.090
C -3.243 -1.636 1.594 0.071 0.128 -0.087
C -3.696 -0.816 0.565 -0.225 -0.299 0.148
N -2.827 0.181 0.110 0.272 -0.227 0.380
C -3.009 1.099 -0.871 0.424 0.533 -0.295
O -4.002 1.212 -1.557 -0.299 -0.035 -0.130
C -1.797 2.025 -1.040 -0.147 -0.163 0.077
C -1.600 2.839 0.250 0.147 0.201 -0.128
C -0.245 3.539 0.270 -0.500 0.249 0.498
N 0.826 2.582 0.059 0.430 -0.500 0.845
S 1.013 1.512 1.343 0.554 0.192 -0.292
O 0.115 0.381 1.280 0.213 -0.129 -0.123
O 0.991 2.292 2.541 0.059 0.278 0.070
C 2.674 0.929 1.038 -0.430 0.022 0.008
C 3.711 1.844 1.064 0.073 0.121 0.070
C 5.000 1.402 0.833 -0.199 -0.126 -0.006
C 5.249 0.055 0.587 0.015 -0.259 -0.122
C 4.196 -0.870 0.584 0.062 0.622 0.101
C 2.900 -0.411 0.804 -0.068 -0.071 -0.024
N 4.421 -2.231 0.423 -0.541 -0.140 0.244
C 5.534 -2.849 -0.063 0.452 -0.015 -0.101
O 5.653 -4.050 -0.030 0.031 -0.219 -0.059
C 6.557 -1.939 -0.715 0.049 0.395 0.003
C 6.088 -1.514 -2.102 0.043 -0.114 -0.005
S 6.900 -0.486 0.337 -0.003 -0.250 0.087
C 0.742 1.954 -1.242 -0.037 -0.558 -0.470
C -0.569 1.193 -1.448 0.129 0.095 -0.071
C -4.965 -1.000 0.026 -0.323 0.083 -0.256
H -8.552 -1.851 -1.171 0.067 0.062 -0.021
H -7.617 -0.417 -0.676 0.015 -0.034 -0.020
H -6.946 -1.549 -1.882 -0.016 0.018 0.036
H -5.977 -3.605 1.923 -0.079 -0.099 0.049
H -3.717 -3.274 2.880 0.029 -0.052 0.066
H -2.256 -1.481 2.005 0.116 0.010 0.062
H -1.939 0.194 0.603 -0.137 0.102 -0.167
H -2.035 2.720 -1.852 -0.093 -0.134 0.092
H -1.645 2.193 1.128 -0.135 0.095 0.005
H -2.403 3.574 0.332 -0.033 -0.037 0.060
H -0.173 4.299 -0.513 0.096 -0.048 0.040
H -0.069 4.003 1.241 -0.113 0.179 -0.144
H 3.494 2.879 1.268 0.066 0.191 0.006
H 5.832 2.087 0.848 0.056 0.138 -0.030
H 2.064 -1.094 0.814 -0.098 -0.140 -0.045
H 3.682 -2.851 0.732 0.199 -0.014 -0.068
H 7.504 -2.479 -0.783 -0.175 -0.019 0.117
H 5.926 -2.395 -2.719 -0.054 -0.062 -0.082
H 5.157 -0.952 -2.041 -0.041 0.039 -0.032
H 6.842 -0.888 -2.573 0.013 0.036 -0.024
H 0.852 2.747 -1.989 0.087 -0.032 0.085
H 1.592 1.274 -1.334 -0.019 0.058 -0.223
H -0.520 0.278 -0.860 -0.018 0.042 -0.208
H -0.663 0.911 -2.498 -0.005 -0.035 0.008
H -5.286 -0.350 -0.769 -0.034 0.014 -0.035
```
Forces are in eV/Å.

The calculation puts the HOMO energy at -8.027 eV. The energy relative to the best compared isomer or geometry (same formula, charge and spin) comes out at 0.252 eV. For the HOMO-LUMO gap, the calculation gives 8.0 eV. As for the energy: -59599.157 eV. Its structure (SMILES) is COc1cccc(NC(=O)C2CCN(S(=O)(=O)c3ccc4c(c3)NC(=O)[C@@H](C)S4)CC2)c1. Its spin multiplicity is 1.

2.
C22H25NO2 | ωB97M-V with the def2-TZVPD basis set

Geometry as XYZ:
```
50
Properties=species:S:1:pos:R:3:forces:R:3
C -3.200 0.158 3.446 -0.907 0.390 -0.162
C -2.004 1.016 3.377 0.656 -0.480 0.288
C -0.664 0.644 3.405 -0.143 0.010 -0.031
C 0.348 1.678 3.415 0.267 0.148 -0.125
C -0.042 3.123 3.415 0.161 0.476 0.005
C 1.690 1.344 3.425 -0.431 0.500 0.036
C 2.118 0.012 3.451 -0.220 0.100 -0.020
C 3.576 -0.305 3.484 0.145 -0.300 -0.004
C 1.153 -1.002 3.453 -0.211 -0.163 0.011
C -0.205 -0.731 3.427 0.083 -0.220 0.001
C -1.142 -1.893 3.419 0.135 -0.634 -0.023
H -4.096 0.794 3.424 0.259 -0.233 -0.005
H -3.284 -0.521 2.585 0.130 0.073 0.106
H -3.249 -0.446 4.363 0.214 0.093 -0.254
H -2.241 2.079 3.353 0.316 -0.155 -0.116
H 0.861 3.741 3.479 -0.279 -0.085 -0.028
H -0.578 3.410 2.501 0.128 -0.130 0.132
H -0.684 3.379 4.267 0.159 -0.082 -0.139
H 2.434 2.145 3.418 -0.242 -0.261 0.015
H 3.727 -1.388 3.493 0.084 0.179 -0.007
H 4.096 0.113 2.613 -0.183 -0.028 0.112
H 4.055 0.121 4.373 -0.169 -0.024 -0.128
H 1.484 -2.044 3.474 -0.149 0.384 -0.029
H -0.556 -2.820 3.425 -0.166 0.212 -0.006
H -1.791 -1.920 4.302 0.115 0.097 -0.213
H -1.775 -1.921 2.523 0.103 0.113 0.163
C -7.196 -1.902 1.748 -0.334 -0.130 0.044
C -6.323 -0.870 1.095 -0.113 -0.340 0.025
O -5.346 -1.518 0.266 -0.628 0.339 0.560
C -4.616 -0.560 -0.387 1.480 0.603 -1.172
C -3.442 -1.053 -1.056 -1.460 -0.166 1.107
C -2.534 -0.216 -1.701 0.726 0.682 -0.563
C -2.761 1.192 -1.896 0.268 -0.037 0.033
C -1.838 1.985 -2.546 -0.156 -0.253 0.145
C -0.644 1.437 -3.041 0.286 0.143 -0.107
C 0.291 2.259 -3.750 1.241 1.020 -0.900
N 1.055 2.928 -4.335 -1.336 -1.166 1.067
C -0.379 0.071 -2.843 -0.151 -0.351 0.066
C -1.293 -0.744 -2.202 -0.286 0.432 0.066
O -4.988 0.623 -0.323 0.072 -0.514 0.231
H -7.725 -1.406 2.563 -0.111 -0.113 0.114
H -7.953 -2.260 1.047 0.143 -0.194 0.070
H -6.638 -2.748 2.155 -0.001 0.064 -0.053
H -6.944 -0.195 0.495 0.304 -0.038 0.206
H -5.802 -0.276 1.860 -0.108 0.012 -0.226
H -3.281 -2.122 -1.043 0.072 -0.055 0.056
H -3.679 1.622 -1.507 0.314 -0.135 -0.206
H -2.040 3.049 -2.676 0.068 -0.249 -0.044
H 0.559 -0.348 -3.208 -0.218 0.113 0.033
H -1.102 -1.810 -2.049 0.072 0.353 -0.132
```
Forces are in eV/Å.

The calculation puts the HOMO energy at -5.298 eV. The energy relative to the best compared isomer or geometry (same formula, charge and spin) comes out at 3.978 eV. For the HOMO-LUMO gap, the calculation gives 1.8 eV. As for the energy: -28801.203 eV. Its spin multiplicity is 1.